The following is a DFT calculation (wB97M-V/def2-TZVPD) of a structure of composition C35H38BrCaF4N3OPSSb.

Values from the calculation:
Calculated total energy in eV: -169441.3767
Multiplicity: 1
Highest occupied orbital energy in eV: -7.04
Lowest unoccupied orbital energy in eV: -0.21

Element x y z (Å)
Ca  0.2908  0.6739  1.6411
N  -0.9114  -1.0652  5.7257
C  -0.5056  -0.4738  4.5566
S  -1.6525  -0.4127  3.2661
N  0.7217  0.1288  4.6002
N  0.8708  1.1560  3.7577
C  1.4008  2.2870  4.1907
C  1.4097  3.5712  3.5007
C  1.7833  4.7461  4.1906
C  1.8153  5.9630  3.5773
C  1.3747  6.1607  2.2754
C  0.9955  5.0555  1.5522
C  0.9785  3.7406  2.1037
O  0.5498  2.7223  1.3849
H  -1.8568  -1.4249  5.7038
H  -0.2406  -1.5871  6.2950
H  1.8263  2.2520  5.1983
H  2.0193  4.6640  5.2666
H  2.1340  6.8237  4.1676
H  1.3356  7.1301  1.8189
H  0.6579  5.0892  0.5255
F  1.1240  -5.9846  -3.9561
C  0.7079  -5.2447  -2.8955
C  -0.2557  -5.7317  -1.9888
F  -0.8566  -6.9221  -2.1952
C  -0.6212  -4.9405  -0.9063
F  -1.4971  -5.4834  -0.0007
C  -0.1208  -3.6641  -0.7344
P  -0.6815  -2.5179  0.5678
C  -0.0057  -3.3745  2.0103
C  1.2388  -2.8720  2.4183
C  1.9680  -3.4909  3.4192
C  1.4904  -4.6706  3.9727
C  0.2275  -5.1553  3.6396
C  -0.5388  -4.4697  2.7066
C  -2.4414  -2.7993  0.4280
C  -2.8845  -2.5697  -0.8779
C  -4.2550  -2.4378  -1.1437
C  -5.1672  -2.6892  -0.1420
C  -4.7229  -3.0558  1.1317
C  -3.3659  -3.0893  1.4084
C  0.9333  -3.2645  -1.5164
Br  2.0131  -1.7810  -1.0496
C  1.3162  -4.0358  -2.6230
F  2.3699  -3.5895  -3.3311
H  1.6272  -1.9809  1.8976
H  2.9304  -3.0813  3.7195
H  2.1450  -5.2249  4.6288
H  -0.1813  -5.9928  4.1787
H  -1.5398  -4.8278  2.4598
H  -2.1946  -2.3551  -1.6736
H  -4.6291  -2.1314  -2.1429
H  -6.2302  -2.6407  -0.3283
H  -5.4601  -3.2925  1.8765
H  -3.0473  -3.3501  2.4201
C  -0.1437  4.9415  -2.9050
C  -0.9811  3.6731  -2.6698
C  -1.8393  3.7462  -1.4075
Sb  0.2972  1.8832  -2.3862
C  2.3300  2.7509  -2.1238
C  3.2116  2.6368  -3.3582
C  2.9927  2.0688  -0.9103
C  -0.2538  0.9034  -4.3349
C  -1.7022  0.3912  -4.1960
C  0.7541  -0.2118  -4.5547
H  -0.7801  5.8303  -3.0657
H  0.5022  4.8692  -3.7883
H  0.4780  5.1821  -2.0142
H  -1.5677  3.3302  -3.5345
H  -1.2379  3.7977  -0.4881
H  -2.5448  2.8823  -1.3570
H  -2.4875  4.6312  -1.3614
H  2.0475  3.7627  -1.8692
H  3.4970  1.6121  -3.5755
H  4.1443  3.1667  -3.2678
H  2.7323  3.0586  -4.2521
H  3.2349  1.0268  -1.1120
H  2.3730  2.1035  0.0018
H  3.9338  2.5548  -0.6967
H  -0.1753  1.7647  -4.9988
H  -1.7928  -0.3554  -3.3878
H  -1.9916  -0.1371  -5.1104
H  -2.4316  1.2253  -4.1066
H  0.5133  -1.0581  -3.9000
H  1.7930  0.0839  -4.3855
H  0.7025  -0.6042  -5.5601

=====

The following is a DFT calculation (wB97M-V/def2-TZVPD) of a structure of composition C35H38Cl2N6O7Pb.

Values from the calculation:
Calculated total energy in eV: -90477.6191
Multiplicity: 1
Energy above the lowest of the compared OMol25 structures with the same formula, charge and spin in kJ/mol: 121.5
Highest occupied orbital energy (alpha / beta) in eV: -7.50 / -7.43
Lowest unoccupied orbital energy (alpha / beta) in eV: -1.46 / -3.02

Element x y z (Å)
Pb  -0.0878  0.0387  0.1339
C  -3.6834  2.7263  1.1288
C  -2.5248  1.8953  1.6290
O  -2.3710  0.7524  1.1729
C  -1.7001  2.5000  2.6437
C  -0.5103  2.0401  3.1719
C  0.0890  2.7281  4.3630
N  0.1493  0.9975  2.6089
N  1.1834  0.5701  3.3063
C  1.9933  -0.2704  2.5958
O  1.9719  -0.4070  1.3601
C  2.9754  -1.0407  3.3986
C  3.3906  -2.2809  2.9215
C  4.3101  -3.0247  3.6448
C  4.8310  -2.5229  4.8304
C  4.4244  -1.2802  5.3004
C  3.4889  -0.5421  4.5924
H  -4.5291  2.6181  1.8132
H  -3.9818  2.3741  0.1435
H  -3.4230  3.7839  1.0834
H  -2.0845  3.4228  3.0598
H  -0.5003  3.5989  4.6421
H  1.1167  3.0268  4.1558
H  0.1327  2.0356  5.2047
H  2.9838  -2.6536  1.9892
H  4.6235  -3.9941  3.2795
H  5.5559  -3.1006  5.3901
H  4.8382  -0.8865  6.2200
H  3.1586  0.4240  4.9493
N  -0.7584  -1.7913  1.7681
N  -0.1832  -3.0116  1.4008
C  0.2791  -3.1989  0.0730
O  0.4713  -4.3553  -0.2747
O  0.4642  -2.1276  -0.6127
H  -0.4233  -1.4971  2.6783
H  -1.7743  -1.8232  1.7901
H  -0.5687  -3.8446  1.8153
N  3.1409  -0.1568  -1.5143
C  3.9684  0.6422  -0.7452
C  4.6947  0.1038  0.3217
C  5.5216  0.9066  1.0855
C  5.6664  2.2613  0.8025
C  4.9755  2.7934  -0.2763
C  4.1375  1.9973  -1.0464
H  2.7882  -1.0118  -1.1118
H  2.4986  0.3087  -2.1335
H  4.5846  -0.9482  0.5555
H  6.0618  0.4677  1.9162
H  6.3146  2.8848  1.4039
H  5.0941  3.8402  -0.5307
H  3.6147  2.4169  -1.8989
Cl  -3.5030  -4.1709  0.9570
C  -4.4922  -2.7484  0.9196
C  -5.4039  -2.5351  1.9388
C  -6.2155  -1.4136  1.8990
C  -6.1291  -0.5207  0.8431
C  -5.2142  -0.7470  -0.1702
Cl  -5.1312  0.3387  -1.5074
C  -4.3698  -1.8569  -0.1411
N  -3.4089  -2.0396  -1.1686
C  -3.5693  -2.9179  -2.1618
C  -4.6761  -3.8186  -2.1726
C  -4.8482  -4.6731  -3.2124
C  -3.9374  -4.6670  -4.2985
C  -2.8705  -3.8035  -4.3086
C  -2.6176  -2.9261  -3.2475
C  -1.4313  -2.0641  -3.2741
C  -1.8060  -0.5176  -3.2036
O  -1.9631  0.0388  -4.2749
O  -1.9334  -0.0445  -2.0230
H  -5.4707  -3.2472  2.7490
H  -6.9287  -1.2393  2.6935
H  -6.7703  0.3480  0.7906
H  -2.6999  -1.2490  -1.3142
H  -5.3871  -3.7947  -1.3582
H  -5.6907  -5.3513  -3.2161
H  -4.0840  -5.3509  -5.1239
H  -2.1816  -3.8023  -5.1421
H  -0.8907  -2.2198  -4.2028
H  -0.7646  -2.2548  -2.4249
C  -0.9488  3.4229  -1.6784
C  0.2215  3.6779  -0.7564
O  1.0978  2.5486  -0.8323
H  -1.6483  4.2598  -1.6315
H  -1.4794  2.5064  -1.4108
H  -0.6090  3.3112  -2.7084
H  -0.1232  3.8138  0.2757
H  0.7579  4.5837  -1.0540
H  1.8899  2.7097  -0.3026

=====

The following is a DFT calculation (wB97M-V/def2-TZVPD) of a structure of composition C35H38F3N4O3PbS2.

Values from the calculation:
Calculated total energy in eV: -84089.5195
Multiplicity: 1
Energy above the lowest of the compared OMol25 structures with the same formula, charge and spin in kJ/mol: 0.0
Charge: -1
Highest occupied orbital energy in eV: -4.46
Lowest unoccupied orbital energy in eV: 2.55

Element x y z (Å)
Pb  0.0444  -1.2203  0.2391
C  1.0014  3.7364  0.3400
N  1.7558  2.5434  0.0113
C  2.3584  1.8972  1.1700
C  1.3917  1.5819  2.3161
N  1.3228  0.1679  2.6553
C  0.4843  -0.0401  3.8236
C  2.5269  -0.5786  2.7304
C  3.7488  -0.0007  3.0392
C  4.9165  -0.7439  3.0316
C  4.8623  -2.0960  2.7403
C  3.6464  -2.7007  2.4908
C  2.4690  -1.9605  2.4748
S  0.9456  -2.7878  2.1901
C  2.6493  2.6566  -1.0542
C  3.1286  3.9040  -1.4806
C  4.0045  4.0350  -2.5385
C  4.4468  2.9128  -3.2196
C  3.9953  1.6705  -2.8164
C  3.1081  1.5320  -1.7577
S  2.6981  -0.1753  -1.3565
H  1.5585  4.4255  0.9920
H  0.0802  3.4430  0.8387
H  0.7143  4.2464  -0.5760
H  3.1597  2.5556  1.5576
H  2.8221  0.9669  0.8386
H  0.3700  1.8509  2.0382
H  1.6691  2.1901  3.1963
H  0.9443  0.3724  4.7356
H  0.3252  -1.1082  3.9575
H  -0.4758  0.4442  3.6672
H  3.7863  1.0481  3.2917
H  5.8631  -0.2702  3.2486
H  5.7719  -2.6778  2.7088
H  3.5789  -3.7584  2.2841
H  2.8306  4.7897  -0.9410
H  4.3724  5.0152  -2.8092
H  5.1377  2.9991  -4.0451
H  4.3195  0.7731  -3.3240
C  -2.8786  -1.3612  -3.1924
C  -3.8449  -2.0299  -2.2117
C  -4.1496  -1.1383  -1.0316
C  -5.1799  -0.2155  -1.1549
C  -5.4902  0.6525  -0.1266
C  -4.7512  0.6266  1.0421
C  -3.6909  -0.2501  1.1947
C  -2.8015  -0.2352  2.4057
C  -3.2234  0.7157  3.5216
C  -3.3906  -1.1426  0.1529
N  -2.2634  -1.9614  0.2365
C  -2.3349  -3.2459  0.0420
C  -1.2219  -3.9866  -0.3717
C  -1.0780  -5.3589  -0.6378
C  0.1783  -5.5173  -1.1928
C  0.7520  -4.2443  -1.2460
N  -0.0755  -3.3290  -0.7589
H  -2.6787  -2.0324  -4.0267
H  -1.9427  -1.1272  -2.6921
H  -3.2900  -0.4311  -3.5770
H  -3.3959  -2.9693  -1.8880
H  -4.7861  -2.2667  -2.7209
H  -5.7465  -0.1768  -2.0772
H  -6.2972  1.3625  -0.2384
H  -5.0023  1.3148  1.8317
H  -1.8141  0.0662  2.0375
H  -2.6995  -1.2505  2.7999
H  -3.1816  1.7481  3.1778
H  -2.5526  0.6110  4.3748
H  -4.2339  0.4965  3.8644
H  -3.2876  -3.7644  0.1705
H  -1.8082  -6.1188  -0.4287
H  0.6344  -6.4310  -1.5237
H  1.7030  -3.9585  -1.6548
C  1.0261  0.2874  -3.5471
C  1.8863  -0.7287  -2.9015
O  2.0486  -1.8621  -3.2389
H  0.7037  -0.0598  -4.5278
H  1.5020  1.2619  -3.6116
H  0.1428  0.4024  -2.9055
F  -3.4745  3.0700  -1.3771
C  -2.2533  2.6863  -1.7921
F  -1.5356  3.8316  -1.9180
F  -2.4093  2.2246  -3.0467
C  -1.5413  1.6269  -0.8305
O  -1.5356  1.9028  0.3552
O  -1.0692  0.6664  -1.4477

=====

no.,maximum force (eV Å⁻¹)
1,3.4
2,0.6
3,1.4